Molecular formula: C4H10NO
Method: DFT, wB97M-V/def2-TZVPD

Geometry as XYZ:
```
16
Properties=species:S:1:pos:R:3:forces:R:3
O -0.437 0.236 -0.559 -0.2 0.2 -0.3
N 1.576 -2.580 0.389 -0.5 1.0 0.0
C 1.435 -2.201 -0.818 0.1 -0.4 0.4
C -0.854 2.549 -0.053 -0.3 0.1 -0.1
C 0.852 -1.672 1.348 0.5 -0.8 -0.6
C -1.347 1.238 -0.704 0.6 -0.4 0.3
H -0.014 2.944 -0.632 0.1 0.0 0.1
H -0.504 2.352 0.963 0.0 -0.1 0.0
H -1.634 3.324 -0.010 0.0 0.0 0.0
H 1.920 -2.825 -1.573 0.0 0.1 -0.1
H 0.839 -1.319 -1.097 0.1 -0.1 -0.1
H -2.333 0.973 -0.253 -0.1 0.2 0.0
H -1.565 1.483 -1.771 -0.1 0.0 -0.1
H 0.102 -2.310 1.826 -0.1 0.2 0.1
H 1.579 -1.385 2.112 -0.1 0.1 0.0
H 0.383 -0.810 0.830 0.1 -0.2 0.3
```
Positions in Å, forces in eV/Å.

* charge: -1
* HOMO energy: -2.79 eV
* frontier orbital gap: 7.2460 eV
* ΔE to the lowest compared entry with this formula, charge and spin: 0.9644 eV
* DFT total energy: -288.35620 hartree
* F_max: 0.02179 hartree/bohr

Atomic partial charges in e from the Mulliken method, atoms 1 to 5: -0.804 -0.522 -0.222 -0.984 -0.327